(1)
Entry from the Open Molecules 2025 dataset: C53H28Cl4IN5V as an isolated structure at a distorted geometry (ωB97M-V/def2-TZVPD).

Each line ends with the Mulliken charge.
Element x y z (Å)
V (0.101, 0.388, 0.584)  -0.904
Cl (-6.224, 7.477, 0.947)  -0.213
C (-5.055, 6.202, 0.847)  0.400
C (-4.675, 5.534, 2.001)  -0.973
C (-3.743, 4.515, 1.913)  -0.054
C (-3.179, 4.155, 0.688)  -0.737
C (-3.579, 4.838, -0.456)  -0.186
C (-4.516, 5.858, -0.381)  -0.930
C (-2.189, 3.046, 0.667)  1.778
C (-0.883, 3.302, 0.270)  0.430
C (-0.436, 4.524, -0.334)  -1.294
C (0.859, 4.340, -0.688)  -1.523
C (1.235, 3.045, -0.210)  0.108
C (2.538, 2.582, -0.123)  1.099
C (3.662, 3.241, -0.837)  -1.271
C (4.286, 2.541, -1.869)  0.067
C (5.403, 3.061, -2.499)  -0.994
C (5.905, 4.287, -2.088)  0.441
Cl (7.323, 4.927, -2.846)  -0.214
C (5.290, 5.003, -1.073)  -0.963
C (4.166, 4.477, -0.453)  0.107
C (2.864, 1.516, 0.710)  0.578
N (1.965, 0.664, 1.300)  0.508
C (2.711, -0.193, 2.069)  0.146
C (2.264, -1.376, 2.642)  1.579
C (3.255, -2.197, 3.389)  -0.616
C (3.726, -1.793, 4.634)  0.074
C (4.685, -2.538, 5.302)  -0.935
C (5.181, -3.690, 4.716)  0.405
Cl (6.397, -4.613, 5.537)  -0.212
C (4.722, -4.114, 3.479)  -1.012
C (3.759, -3.366, 2.823)  0.025
C (0.980, -1.873, 2.462)  0.072
C (0.536, -3.150, 2.939)  -1.527
C (-0.758, -3.283, 2.562)  -1.491
C (-1.125, -2.063, 1.900)  0.221
N (-0.044, -1.228, 1.820)  0.870
C (-2.441, -1.698, 1.622)  1.497
C (-2.785, -0.378, 1.357)  0.497
C (-4.131, 0.115, 1.269)  -1.823
C (-4.046, 1.451, 1.098)  -1.273
C (-2.645, 1.776, 1.018)  0.151
N (-1.891, 0.643, 1.172)  0.297
C (-3.496, -2.731, 1.766)  -0.810
C (-4.449, -2.642, 2.780)  -0.036
C (-5.419, -3.619, 2.929)  -0.986
C (-5.438, -4.696, 2.057)  0.402
Cl (-6.652, -5.918, 2.236)  -0.212
C (-4.496, -4.808, 1.047)  -0.953
C (-3.528, -3.827, 0.909)  -0.027
C (4.099, 0.173, 2.008)  -1.378
C (4.197, 1.204, 1.137)  -1.701
N (0.154, 2.410, 0.339)  1.002
H (-5.106, 5.805, 2.955)  0.416
H (-3.440, 3.984, 2.807)  0.491
H (-3.185, 4.547, -1.422)  0.625
H (-4.834, 6.382, -1.272)  0.412
H (-1.036, 5.407, -0.474)  0.566
H (1.514, 5.035, -1.188)  0.605
H (3.888, 1.579, -2.171)  0.604
H (5.890, 2.514, -3.295)  0.454
H (5.696, 5.955, -0.759)  0.413
H (3.693, 5.026, 0.353)  0.560
H (3.334, -0.890, 5.085)  0.495
H (5.049, -2.228, 6.272)  0.424
H (5.121, -5.015, 3.034)  0.417
H (3.395, -3.679, 1.851)  0.602
H (1.143, -3.840, 3.499)  0.536
H (-1.422, -4.111, 2.748)  0.495
H (-5.021, -0.488, 1.318)  0.570
H (-4.852, 2.154, 0.977)  0.491
H (-4.413, -1.812, 3.473)  0.547
H (-6.153, -3.551, 3.721)  0.405
H (-4.523, -5.655, 0.376)  0.419
H (-2.790, -3.904, 0.119)  0.538
H (4.889, -0.319, 2.551)  0.526
H (5.082, 1.732, 0.821)  0.473
I (-1.228, 0.311, -1.852)  -0.091
N (5.974, -3.971, -6.129)  -0.501
C (5.327, -3.492, -5.308)  -0.051
C (4.515, -2.894, -4.294)  0.597
C (5.079, -2.496, -3.082)  -0.811
C (4.284, -1.926, -2.107)  -0.162
C (2.915, -1.746, -2.327)  -0.368
C (2.358, -2.133, -3.552)  -0.583
C (3.150, -2.707, -4.526)  -0.709
C (2.073, -1.161, -1.336)  0.984
C (1.274, -0.673, -0.561)  0.101
H (6.138, -2.642, -2.913)  0.446
H (4.712, -1.611, -1.163)  0.595
H (1.302, -1.970, -3.719)  0.506
H (2.724, -3.013, -5.472)  0.455

LUMO (spin up / spin down)	-1.86 / -1.83	eV
energy above the lowest of the compared OMol25 structures with the same formula, charge and spin	0.00	kcal/mol
<S²>	0.8016
multiplicity	2



(2)
Entry from the Open Molecules 2025 dataset: a 7-piece molecular cluster, C53H35Cl2O30P overall at a distorted geometry (ωB97M-V/def2-TZVPD).

Each line ends with the Mulliken charge.
Element x y z (Å)
C (6.368, -3.839, 0.468)  -1.195
C (6.803, -3.341, -0.939)  0.473
Cl (8.107, -4.224, -1.794)  -0.182
C (6.249, -2.266, -1.580)  -0.640
Cl (6.814, -1.749, -3.198)  -0.179
C (5.088, -1.556, -0.829)  0.392
C (5.382, -0.786, 0.392)  -0.361
C (4.309, -0.127, 1.173)  -1.021
C (2.959, -0.278, 0.662)  0.864
C (2.624, -1.034, -0.571)  0.749
C (3.693, -1.668, -1.314)  -0.479
C (1.109, -1.122, -0.959)  0.038
O (0.707, -1.032, -2.094)  -0.517
C (0.163, -1.358, 0.265)  0.115
C (0.494, -0.600, 1.504)  0.691
C (-0.320, -0.795, 2.688)  -1.072
C (-1.459, -1.730, 2.680)  -0.594
C (-1.805, -2.483, 1.480)  0.097
P (-3.189, -3.703, 1.398)  1.218
O (-4.197, -3.551, 2.481)  -0.713
O (-3.998, -3.614, -0.069)  -0.511
O (-2.510, -5.223, 1.617)  -0.561
C (-0.966, -2.273, 0.251)  -0.153
O (-1.213, -2.935, -0.975)  -0.400
C (1.748, 0.340, 1.441)  0.181
O (1.751, 1.451, 1.920)  -0.830
H (6.804, -4.850, 0.684)  0.358
H (5.263, -3.949, 0.582)  0.315
H (6.790, -3.144, 1.250)  0.337
H (6.413, -0.690, 0.811)  0.492
H (4.535, 0.444, 2.098)  0.455
H (3.499, -2.271, -2.228)  0.561
H (-0.037, -0.246, 3.612)  0.552
H (-2.071, -1.875, 3.597)  0.495
H (-3.657, -4.405, -0.548)  0.342
H (-1.630, -5.262, 1.190)  0.371
H (-1.472, -2.200, -1.570)  0.318
O (4.286, -11.109, 0.046)  -0.608
C (4.406, -9.902, -0.054)  0.912
C (5.081, -9.267, -1.185)  -0.879
C (5.202, -7.937, -1.242)  0.362
O (5.818, -7.331, -2.275)  -0.585
C (4.662, -7.057, -0.162)  0.832
O (4.811, -5.850, -0.245)  -0.384
C (3.967, -7.689, 0.957)  -1.077
C (3.842, -9.019, 1.013)  0.445
O (3.204, -9.624, 2.031)  -0.575
H (5.469, -9.915, -1.958)  0.446
H (5.778, -6.374, -2.082)  0.260
H (3.565, -7.040, 1.723)  0.466
H (3.253, -10.581, 1.838)  0.351
O (1.331, -7.438, -5.665)  -0.617
C (0.548, -7.218, -4.761)  0.858
C (-0.616, -8.066, -4.500)  -0.913
C (-1.457, -7.773, -3.504)  0.285
O (-2.535, -8.538, -3.244)  -0.586
C (-1.245, -6.579, -2.632)  1.044
O (-2.039, -6.329, -1.749)  -0.579
C (-0.071, -5.746, -2.873)  -0.974
C (0.773, -6.040, -3.867)  0.303
O (1.864, -5.289, -4.110)  -0.524
H (-0.758, -8.924, -5.142)  0.438
H (-2.978, -8.116, -2.483)  0.344
H (0.078, -4.896, -2.220)  0.549
H (2.304, -5.708, -4.876)  0.337
O (2.385, 2.465, -0.565)  -0.261
C (2.499, 3.671, -0.649)  0.624
C (3.159, 4.316, -1.786)  -1.117
C (3.279, 5.646, -1.837)  0.399
O (3.881, 6.261, -2.874)  -0.580
C (2.752, 6.518, -0.747)  1.122
O (2.899, 7.729, -0.826)  -0.693
C (2.071, 5.883, 0.376)  -0.662
C (1.945, 4.550, 0.434)  0.307
O (1.317, 3.958, 1.466)  -0.588
H (3.539, 3.674, -2.568)  0.451
H (3.839, 7.215, -2.672)  0.340
H (1.681, 6.531, 1.147)  0.476
H (1.349, 2.985, 1.306)  0.279
O (-1.262, -0.515, 5.737)  -0.539
C (-2.034, -0.270, 6.650)  0.972
C (-3.201, -1.099, 6.937)  -0.955
C (-4.029, -0.782, 7.939)  0.354
O (-5.108, -1.531, 8.223)  -0.555
C (-3.795, 0.422, 8.792)  0.862
O (-4.583, 0.685, 9.681)  -0.604
C (-2.613, 1.239, 8.519)  -0.888
C (-1.785, 0.920, 7.521)  0.322
O (-0.689, 1.655, 7.252)  -0.581
H (-3.361, -1.967, 6.311)  0.512
H (-5.538, -1.093, 8.982)  0.349
H (-2.445, 2.098, 9.155)  0.419
H (-0.262, 1.221, 6.490)  0.323
O (1.158, 10.160, -1.944)  -0.573
C (-0.025, 9.944, -2.115)  1.005
C (-0.801, 10.595, -3.171)  -0.973
C (-2.105, 10.338, -3.311)  0.291
O (-2.839, 10.924, -4.277)  -0.589
C (-2.815, 9.390, -2.401)  0.971
O (-4.013, 9.201, -2.555)  -0.692
C (-2.040, 8.722, -1.362)  -0.923
C (-0.733, 8.973, -1.222)  0.435
O (0.000, 8.366, -0.273)  -0.560
H (-0.276, 11.281, -3.822)  0.430
H (-3.745, 10.576, -4.165)  0.335
H (-2.564, 8.024, -0.723)  0.471
H (0.910, 8.717, -0.378)  0.253
O (-8.207, 3.657, -1.543)  -0.619
C (-7.815, 4.783, -1.793)  0.966
C (-6.408, 5.092, -2.038)  -0.839
C (-6.016, 6.346, -2.293)  0.440
O (-4.716, 6.630, -2.523)  -0.518
C (-7.006, 7.475, -2.333)  0.939
O (-6.624, 8.606, -2.549)  -0.537
C (-8.418, 7.156, -2.109)  -1.018
C (-8.801, 5.902, -1.859)  0.319
O (-10.095, 5.586, -1.653)  -0.570
H (-5.708, 4.268, -2.005)  0.434
H (-4.644, 7.603, -2.681)  0.325
H (-9.124, 7.974, -2.157)  0.420
H (-10.106, 4.623, -1.492)  0.350

LUMO	-1.91	eV
multiplicity	1
structure (SMILES)	C/C(Cl)=C(/Cl)c1ccc2c(c1)C(=O)c1c(ccc(P(=O)(O)O)c1O)C2=O.O=C1C=C(O)C(=O)C=C1O.O=C1C=C(O)C(=O)C=C1O.O=C1C=C(O)C(=O)C=C1O.O=C1C=C(O)C(=O)C=C1O.O=C1C=C(O)C(=O)C=C1O.O=C1C=C(O)C(=O)C=C1O



The highest multiplicity belongs to which entry?
C53H28Cl4IN5V